# 1
2 unconnected molecules or ions with the total composition C6H14N5, computed with ωB97M-V with the def2-TZVPD basis set.

Cartesian coordinates (Å):
C 2.008 -0.367 -1.641
C 0.850 1.208 1.360
C 1.760 0.122 -0.262
C 2.412 -0.405 0.891
N 0.828 1.036 -0.006
N 1.852 0.400 1.955
H 0.322 2.043 1.873
H 1.966 0.205 2.979
H 3.290 -1.144 0.957
H 2.772 0.372 -1.948
H 1.093 -0.493 -2.205
H 2.519 -1.240 -1.691
C -1.778 1.511 -1.153
C -1.781 -0.818 -0.241
N -2.019 0.024 -1.263
N -1.749 -2.168 -0.327
N -1.559 -0.279 1.003
H -2.356 -0.329 -2.115
H -1.776 -2.640 -1.182
H -1.848 -2.686 0.448
H -1.854 0.593 1.189
H -1.447 -0.853 1.778
H -1.660 1.979 -0.125
H -2.627 1.953 -1.679
H -0.686 1.641 -1.537

Max |F| ... 3.68 eV Å⁻¹
Energy above the lowest of the compared OMol25 structures with the same formula, charge and spin ... 51.81 kcal/mol
Net charge ... 0
E_LUMO (spin up / spin down) ... 1.0 / 0.8 eV
2S+1 ... 2
E_HOMO (spin up / spin down) ... -2.46 / -7.87 eV

---

# 2
2 unconnected molecules or ions with the total composition C6H14N5O2, computed with ωB97M-V with the def2-TZVPD basis set.

Cartesian coordinates (Å):
C -1.970 -0.054 1.145
C 2.197 -0.685 -0.688
C -1.599 0.713 -0.948
C 3.563 1.127 0.366
C -2.194 -1.822 -0.593
C 2.241 0.504 -0.116
N -1.739 1.237 1.301
N -1.962 -0.415 -0.188
N -2.291 -0.865 2.106
N -1.463 1.719 0.125
N -1.169 2.870 -0.228
O 3.259 -1.424 -1.045
O 1.018 -1.248 -0.994
H -0.738 0.798 -1.584
H -2.239 0.943 -1.708
H 3.780 0.577 1.313
H 4.291 1.153 -0.463
H 3.239 2.242 0.552
H -2.701 -1.818 -1.671
H -1.223 -2.323 -0.684
H -2.944 -2.242 0.032
H 1.307 1.092 0.240
H -2.098 -0.614 3.103
H -2.645 -1.826 2.076
H 1.219 -2.031 -1.539
H -1.125 3.613 0.620
H 3.986 -1.218 -0.532

Max |F| ... 7.00 eV Å⁻¹
Net charge ... +1
E_LUMO (spin up / spin down) ... -3.3 / -7.9 eV
2S+1 ... 3
E_HOMO (spin up / spin down) ... -7.94 / -10.85 eV

---

# 3
A molecular structure, C6H14NO, computed with ωB97M-V with the def2-TZVPD basis set.

Cartesian coordinates (Å):
C -1.559 -0.974 0.565
N -2.374 0.220 0.515
C -2.056 1.000 -1.044
O -1.034 1.758 -1.474
C -0.243 -0.962 1.418
C 0.844 0.001 0.939
C 1.516 -0.398 -0.369
C 2.584 0.584 -0.800
H -1.288 -1.389 -0.420
H -2.176 -1.766 1.028
H -1.833 1.165 0.285
H -2.146 0.099 -1.654
H -3.012 1.558 -1.158
H 0.169 -1.985 1.425
H -0.564 -0.681 2.427
H 0.377 0.976 0.784
H 1.597 0.168 1.723
H 1.881 -1.438 -0.316
H 0.756 -0.448 -1.149
H 3.099 0.266 -1.713
H 3.358 0.699 -0.029
H 2.105 1.547 -0.984

Max |F| ... 5.12 eV Å⁻¹
Energy above the lowest of the compared OMol25 structures with the same formula, charge and spin ... 59.19 kcal/mol
Net charge ... -1
E_LUMO ... 4.1 eV
E_HOMO ... -3.26 eV

---

# 4
2 unconnected molecules or ions with the total composition C6H14NO, computed with ωB97M-V with the def2-TZVPD basis set.

Cartesian coordinates (Å):
C -1.510 -0.499 -0.963
N -2.059 -1.567 -0.437
C 1.992 -1.103 -1.149
C 2.311 -0.513 0.261
O 2.663 0.771 0.266
C -1.598 1.016 -0.696
C -1.418 0.525 1.871
C -0.897 1.306 0.646
H -0.748 -1.169 -0.278
H -1.139 -0.680 -2.010
H 2.682 -0.669 -1.881
H 1.055 -0.589 -1.405
H 1.853 -2.188 -1.151
H 1.322 -0.692 0.808
H 3.047 -1.161 0.802
H -0.938 1.434 -1.449
H -2.643 1.308 -0.765
H -2.421 0.131 1.720
H -0.779 -0.328 2.100
H -1.392 1.166 2.747
H -0.986 2.362 0.890
H 0.176 1.128 0.499

Max |F| ... 2.83 eV Å⁻¹
Energy above the lowest of the compared OMol25 structures with the same formula, charge and spin ... 107.61 kcal/mol
Net charge ... -1
E_LUMO ... 3.6 eV
E_HOMO ... -2.62 eV

---

# 5
A gas-phase ion, C6H14NO (charge -1), computed with ωB97M-V with the def2-TZVPD basis set.

Cartesian coordinates (Å):
C -0.074 0.045 2.775
C -0.546 0.378 1.363
N 0.350 -0.105 0.337
C 0.185 -1.519 0.142
C -1.115 0.350 -1.653
C 0.170 0.730 -0.932
C 1.395 0.539 -1.872
O 1.174 0.991 -3.121
H 0.451 -0.903 2.723
H 0.660 0.740 3.203
H -0.851 -0.066 3.537
H -1.580 0.059 1.193
H -0.571 1.441 1.224
H 0.338 -2.047 1.090
H -0.776 -1.872 -0.260
H 0.957 -1.889 -0.534
H -1.962 0.741 -1.072
H -1.118 0.823 -2.634
H -1.216 -0.719 -1.806
H 0.163 1.733 -0.571
H 1.715 -0.523 -1.769
H 2.252 1.072 -1.363

Max |F| ... 2.59 eV Å⁻¹
Energy above the lowest of the compared OMol25 structures with the same formula, charge and spin ... 24.95 kcal/mol
Net charge ... -1
E_LUMO ... 3.7 eV
E_HOMO ... -2.17 eV
SMILES ... CCN(C)[C@H](C)C[O-]

---

# 6
2 unconnected molecules or ions with the total composition C6H14NO, computed with ωB97M-V with the def2-TZVPD basis set.

Cartesian coordinates (Å):
C -1.223 2.066 -1.824
C -0.038 1.090 -2.050
C -0.114 -0.074 -0.951
C 0.929 0.028 0.056
C 2.235 -0.094 0.012
C 0.899 0.523 2.370
N 0.445 -0.275 1.479
H -1.031 3.065 -1.389
H -1.700 2.449 -2.729
H -2.008 1.704 -1.163
H -0.287 0.593 -2.970
H 0.959 1.484 -2.222
H -1.122 0.069 -0.575
H -0.005 -1.009 -1.475
H 2.985 -0.293 0.761
H 2.842 0.072 -0.882
H 0.647 0.329 3.404
H 1.352 1.473 2.096
H -0.037 -1.137 1.741
H -1.515 -4.503 2.525
H -2.596 -3.768 1.916
O -1.618 -3.793 1.869

Max |F| ... 3.49 eV Å⁻¹
Energy above the lowest of the compared OMol25 structures with the same formula, charge and spin ... 57.86 kcal/mol
Net charge ... +1
E_LUMO ... -4.8 eV
E_HOMO ... -14.34 eV

---

# 7
2 unconnected molecules or ions with the total composition C6H14NO, computed with ωB97M-V with the def2-TZVPD basis set.

Cartesian coordinates (Å):
O 2.402 -0.629 -0.063
C 1.347 -0.218 0.350
C 0.175 -1.130 0.290
C -1.161 -0.643 0.593
C -1.793 0.543 -0.208
C -3.093 0.922 0.513
C -1.917 0.146 -1.678
N 5.717 0.103 0.185
H 1.218 0.734 0.882
H 0.387 -2.178 0.082
H -1.324 -0.469 1.672
H -1.786 -1.524 0.402
H -1.161 1.430 -0.122
H -3.603 1.718 -0.025
H -3.758 0.073 0.665
H -2.867 1.333 1.499
H -2.676 -0.611 -1.862
H -2.219 1.030 -2.243
H -0.933 -0.168 -2.030
H 6.079 -0.706 -0.287
H 6.220 0.339 1.025
H 4.746 -0.094 0.361

Max |F| ... 2.64 eV Å⁻¹
Energy above the lowest of the compared OMol25 structures with the same formula, charge and spin ... 95.85 kcal/mol
Net charge ... +1
E_LUMO ... -8.5 eV
E_HOMO ... -12.06 eV

---

# 8
2 unconnected molecules or ions with the total composition C6H14NO, computed with ωB97M-V with the def2-TZVPD basis set.

Cartesian coordinates (Å):
C 2.329 1.955 -1.536
C 1.937 1.905 0.008
C 0.575 1.491 0.389
C 0.102 0.089 0.325
C -1.054 -0.154 -0.327
N -1.847 -1.334 -0.417
C -2.565 -1.634 -1.446
H 1.549 2.393 -2.139
H 2.512 0.906 -1.959
H 3.302 2.609 -1.399
H 2.312 3.020 0.266
H 2.689 1.330 0.490
H -0.037 2.108 -0.309
H 0.395 1.790 1.454
H 0.430 -0.745 0.790
H -1.509 0.588 -0.985
H -2.098 -1.897 0.514
H -2.452 -1.144 -2.467
H -3.327 -2.397 -1.457
H 0.992 -2.461 2.429
H 0.005 -1.762 3.375
O 0.028 -2.113 2.480

Max |F| ... 4.27 eV Å⁻¹
Energy above the lowest of the compared OMol25 structures with the same formula, charge and spin ... 69.94 kcal/mol
Net charge ... +1
E_LUMO ... -5.1 eV
E_HOMO ... -13.73 eV

---

# 9
2 unconnected molecules or ions with the total composition C6H14NO2, computed with ωB97M-V with the def2-TZVPD basis set.

Cartesian coordinates (Å):
C 1.546 -1.013 0.291
C 2.904 -0.622 0.069
C -2.919 -0.895 0.599
C -1.621 1.118 0.075
C 3.359 1.760 -0.299
C -1.617 -0.327 0.212
N -1.097 -0.945 -0.998
O 2.823 -1.909 -0.062
O 3.756 0.295 -0.148
H 1.324 -1.024 1.317
H 0.799 -1.159 -0.512
H -3.240 -0.514 1.540
H -3.611 -0.632 -0.197
H -2.964 -2.036 0.600
H -2.663 1.467 -0.336
H -0.782 1.591 -0.388
H -1.587 1.500 1.039
H 3.499 2.181 0.719
H 2.254 1.685 -0.425
H 3.811 2.230 -1.150
H -0.774 -0.507 0.954
H -1.633 -0.366 -1.726
H -1.566 -1.875 -1.173

Max |F| ... 3.84 eV Å⁻¹
Energy above the lowest of the compared OMol25 structures with the same formula, charge and spin ... 86.55 kcal/mol
Net charge ... +1
E_LUMO ... -4.5 eV
E_HOMO ... -13.50 eV

---

# 10
2 unconnected molecules or ions with the total composition C6H14NOS, computed with ωB97M-V with the def2-TZVPD basis set.

Cartesian coordinates (Å):
C 1.773 0.035 -0.970
C 0.951 1.236 -1.353
C 0.187 0.435 0.857
C -2.732 0.964 0.484
C 1.901 -1.522 0.982
C -1.935 -0.295 0.336
N 1.017 -0.677 0.090
O -1.659 -0.932 -0.844
S 0.507 2.059 0.271
H 1.910 -0.655 -1.718
H 2.708 0.252 -0.540
H 1.469 1.807 -2.120
H 0.002 1.134 -1.767
H 0.204 0.266 1.853
H -2.632 1.702 -0.304
H -2.447 1.473 1.376
H -3.660 0.518 0.496
H 2.267 -2.488 0.553
H 2.759 -0.747 1.340
H 1.291 -1.806 1.917
H -1.877 -0.924 1.102
H 0.340 -1.222 -0.475
H -2.345 -0.614 -1.564

Max |F| ... 6.28 eV Å⁻¹
Energy above the lowest of the compared OMol25 structures with the same formula, charge and spin ... 77.35 kcal/mol
Net charge ... +1
E_LUMO ... -2.8 eV
E_HOMO ... -11.47 eV